Formula: C32H48ClO28
Source: the OMol25 dataset
Level of theory: the ωB97M-V functional and the def2-TZVPD basis

Geometry as ORCA input:
```
! wB97M-V def2-TZVPD RIJCOSX def2/J DEFGRID3
* xyz -1 1
Cl -0.04 -0.60 -0.20
O 0.68 0.60 0.09
O 0.91 -1.59 -0.51
O -0.74 -1.20 0.87
O -0.96 -0.53 -1.28
C -3.13 5.14 -1.93
C -1.87 4.28 -1.60
C -1.84 2.88 -2.17
O -0.57 2.80 -2.72
C 0.06 4.05 -2.67
O 1.19 4.31 -3.14
O -0.71 4.88 -2.14
H -3.14 5.63 -2.90
H -3.14 6.02 -1.29
H -4.09 4.66 -1.73
H -1.68 4.35 -0.53
H -2.67 2.76 -2.86
H -1.90 2.10 -1.42
C 3.02 3.98 2.30
C 2.09 4.24 1.06
C 0.61 4.07 1.38
O 0.04 5.27 1.03
C 1.00 6.09 0.61
O 0.80 7.22 0.23
O 2.16 5.50 0.61
H 2.88 4.68 3.13
H 4.07 4.00 1.99
H 2.76 2.99 2.65
H 2.44 3.68 0.19
H 0.32 3.84 2.41
H 0.21 3.35 0.67
C 4.91 0.54 1.89
C 4.25 0.18 0.53
C 4.87 0.83 -0.69
O 5.23 -0.20 -1.55
C 4.99 -1.39 -0.99
O 5.10 -2.46 -1.54
O 4.48 -1.25 0.26
H 4.37 0.08 2.71
H 4.98 1.62 2.06
H 5.93 0.18 1.97
H 3.18 0.39 0.55
H 5.80 1.31 -0.37
H 4.27 1.62 -1.14
C -0.28 -4.59 -2.12
C -1.67 -4.26 -2.51
C -1.99 -4.82 -3.88
O -3.24 -5.45 -3.71
C -3.45 -5.68 -2.46
O -4.34 -6.40 -2.06
O -2.65 -4.93 -1.72
H 0.31 -3.94 -2.76
H 0.01 -5.64 -2.14
H -0.07 -4.25 -1.11
H -1.84 -3.18 -2.57
H -1.24 -5.53 -4.23
H -1.98 -3.92 -4.50
C 0.56 -3.88 3.01
C 2.06 -3.47 3.06
C 2.40 -2.00 2.87
O 3.09 -1.73 4.04
C 3.10 -2.77 4.85
O 3.65 -2.77 5.95
O 2.40 -3.75 4.40
H 0.12 -3.96 2.01
H -0.09 -3.24 3.60
H 0.37 -4.88 3.39
H 2.63 -4.03 2.33
H 1.42 -1.52 2.80
H 2.96 -1.94 1.94
C -4.11 -2.50 2.20
C -4.49 -1.85 0.91
C -4.21 -2.57 -0.39
O -5.42 -2.51 -1.12
C -6.40 -1.96 -0.35
O -7.58 -1.88 -0.67
O -5.91 -1.64 0.86
H -4.37 -1.84 3.04
H -3.04 -2.69 2.23
H -4.55 -3.48 2.37
H -4.09 -0.83 0.87
H -3.89 -3.59 -0.16
H -3.41 -2.03 -0.88
C -2.41 0.25 4.21
C -1.97 1.70 3.83
C -1.67 1.92 2.34
O -2.51 2.95 1.88
C -3.18 3.40 2.91
O -3.97 4.30 2.74
O -2.90 2.72 4.07
H -2.45 0.17 5.30
H -1.62 -0.49 4.05
H -3.37 -0.05 3.81
H -1.06 1.98 4.36
H -1.96 1.03 1.78
H -0.60 1.96 2.12
C 3.75 0.23 -4.49
C 2.48 -0.24 -3.77
C 1.36 0.71 -3.86
O 0.27 -0.02 -4.38
C 0.69 -1.30 -4.57
O -0.08 -2.21 -4.88
O 1.98 -1.39 -4.46
H 4.58 -0.47 -4.58
H 4.03 1.20 -4.08
H 3.45 0.48 -5.51
H 2.73 -0.44 -2.73
H 1.60 1.64 -4.37
H 0.96 1.02 -2.90
*
```

As for the HOMO-LUMO gap: 0.35661 hartree. For the total energy, the calculation gives -103810.58666 eV. The calculation puts the highest occupied orbital energy at -7.99 eV.

=====

Formula: C52H57As2BrN3O3ReSi2
Source: the OMol25 dataset
Level of theory: the ωB97M-V functional and the def2-TZVPD basis

Geometry as ORCA input:
```
! wB97M-V def2-TZVPD RIJCOSX def2/J DEFGRID3
* xyz 1 2
Re 0.44 1.06 0.13
O 2.92 -1.09 -4.28
C 2.57 -2.15 -3.52
C 2.96 -3.41 -3.96
C 2.62 -4.54 -3.25
C 1.88 -4.44 -2.07
C 1.50 -3.20 -1.62
C 1.83 -2.04 -2.32
C 1.43 -0.74 -1.80
O 0.73 -0.69 -0.64
N 1.73 0.34 -2.42
N 1.16 1.43 -1.78
C 0.99 2.46 -2.56
C -0.06 3.39 -2.36
C -0.15 4.56 -3.14
C -1.29 5.31 -3.13
C -2.39 4.88 -2.36
C -2.33 3.73 -1.61
C -1.15 2.96 -1.58
O -1.13 1.85 -0.86
H 2.56 -0.28 -3.86
H 3.54 -3.47 -4.88
H 2.94 -5.51 -3.62
H 1.61 -5.33 -1.52
H 0.95 -3.10 -0.71
H 1.56 2.46 -3.49
H 0.69 4.85 -3.76
H -1.37 6.21 -3.73
H -3.30 5.46 -2.36
H -3.18 3.39 -1.02
C -2.71 -1.06 0.89
C -2.86 -0.70 -0.58
As -2.03 -2.02 -1.80
C -1.73 -0.85 -3.32
C -2.36 0.38 -3.50
C -2.01 1.20 -4.57
C -1.03 0.80 -5.47
C -0.40 -0.43 -5.30
C -0.75 -1.24 -4.23
C -3.70 -2.92 -2.27
C -4.05 -4.02 -1.49
C -5.30 -4.62 -1.64
C -6.19 -4.14 -2.59
C -5.82 -3.07 -3.39
C -4.59 -2.46 -3.23
As -0.98 -0.61 1.74
C -1.77 -0.64 3.57
C -2.20 0.45 4.31
C -2.95 0.27 5.47
C -3.30 -1.00 5.90
C -2.87 -2.10 5.17
C -2.12 -1.92 4.02
C -0.04 -2.29 1.94
C 0.99 -2.33 2.86
C 1.62 -3.53 3.15
C 1.21 -4.70 2.51
C 0.17 -4.66 1.59
C -0.46 -3.45 1.30
H -2.90 -2.12 1.09
H -3.42 -0.50 1.50
H -2.41 0.26 -0.77
H -3.91 -0.62 -0.85
H -3.12 0.72 -2.81
H -2.50 2.16 -4.69
H -0.76 1.44 -6.30
H 0.36 -0.75 -6.00
H -0.24 -2.19 -4.09
H -3.35 -4.43 -0.77
H -5.57 -5.47 -1.02
H -7.16 -4.60 -2.71
H -6.51 -2.70 -4.15
H -4.31 -1.62 -3.87
H -1.96 1.46 4.02
H -3.27 1.14 6.03
H -3.90 -1.13 6.79
H -3.12 -3.10 5.49
H -1.79 -2.80 3.48
H 1.30 -1.43 3.38
H 2.42 -3.57 3.88
H 1.70 -5.64 2.73
H -0.15 -5.56 1.10
H -1.27 -3.43 0.59
C 5.24 1.26 1.42
Si 3.83 0.16 0.86
C 4.29 -0.20 -0.90
C 3.92 -1.49 1.70
C 2.26 1.25 1.18
Si 2.30 1.88 3.00
C 0.64 2.19 3.77
C 3.18 0.76 4.22
C 3.19 3.53 3.03
H 6.18 0.71 1.29
H 5.20 1.58 2.46
H 5.30 2.16 0.80
H 5.34 -0.49 -0.89
H 4.20 0.67 -1.57
H 3.74 -1.03 -1.34
H 4.97 -1.80 1.65
H 3.33 -2.24 1.16
H 3.62 -1.52 2.74
H 2.66 2.14 0.69
H 0.31 3.22 3.63
H 0.70 2.00 4.85
H -0.11 1.53 3.37
H 2.66 -0.19 4.38
H 3.17 1.29 5.18
H 4.21 0.55 3.97
H 2.57 4.32 2.62
H 4.13 3.52 2.48
H 3.41 3.79 4.06
Br -2.42 2.66 1.78
C -0.93 3.72 1.36
C -1.09 5.08 1.57
C -0.10 5.95 1.18
C 1.02 5.43 0.56
C 1.10 4.06 0.40
N 0.17 3.18 0.81
H -2.01 5.43 2.03
H -0.21 7.02 1.33
H 1.82 6.06 0.20
H 1.97 3.64 -0.09
*
```

As for the HOMO-LUMO gap (spin up / spin down): 0.24779 / 0.24826 hartree. For the total energy, the calculation gives -275063.04337 eV. The calculation puts the highest occupied orbital energy (spin up / spin down) at -10.39 / -10.39 eV. The expectation value of S² is 0.76.

=====

Formula: C3H2BeO3
Source: the OMol25 dataset
Level of theory: the ωB97M-V functional and the def2-TZVPD basis

Geometry as ORCA input:
```
! wB97M-V def2-TZVPD RIJCOSX def2/J DEFGRID3
* xyz 2 1
O 0.96 -1.99 1.91
C 0.84 -0.86 1.68
C 0.72 0.02 0.58
O -0.54 0.42 0.27
C -0.73 0.40 -1.07
O -1.87 0.85 -1.34
H -2.01 0.95 -2.30
Be 1.01 -0.19 -1.28
H 1.62 0.40 1.55
*
```

As for the HOMO-LUMO gap: 0.34668 hartree. For the total energy, the calculation gives -9660.90410 eV. The calculation puts the highest occupied orbital energy at -21.32 eV.

=====

Formula: BrCaCl2F12P2
Source: the OMol25 dataset
Level of theory: the ωB97M-V functional and the def2-TZVPD basis

Geometry as ORCA input:
```
! wB97M-V def2-TZVPD RIJCOSX def2/J DEFGRID3
* xyz -3 1
Ca -18.18 -0.18 19.21
Cl -16.47 0.89 20.95
Cl -16.76 0.49 16.99
P -19.53 3.56 19.46
F -21.10 3.06 19.43
F -19.39 3.06 20.98
F -19.08 2.03 18.96
F -17.97 3.99 19.44
F -19.71 3.96 17.90
F -19.98 5.04 19.97
P -16.71 -3.92 19.19
F -17.66 -4.17 20.46
F -17.86 -4.44 18.19
F -17.22 -2.39 19.09
F -15.68 -3.74 17.95
F -15.53 -3.43 20.20
F -16.20 -5.50 19.30
Br -20.48 -1.33 18.03
*
```

As for the HOMO-LUMO gap: 0.27902 hartree. For the total energy, the calculation gives -164733.28282 eV. The calculation puts the highest occupied orbital energy at -0.02 eV.

=====

Formula: C23H49Cl18NO7P2
Source: the OMol25 dataset
Level of theory: the ωB97M-V functional and the def2-TZVPD basis

Geometry as ORCA input:
```
! wB97M-V def2-TZVPD RIJCOSX def2/J DEFGRID3
* xyz 0 1
C 1.74 -0.45 0.48
C 0.28 -0.04 0.31
O 0.13 1.33 0.63
C -0.73 2.04 -0.24
C -1.65 2.91 0.61
O -2.33 2.16 1.62
N -3.00 1.09 1.00
C -4.36 1.00 1.43
O -4.72 0.84 2.55
O -5.29 1.08 0.42
P -4.90 0.28 -1.01
P -4.16 -1.76 -0.66
O -4.97 -2.76 -1.35
O -3.93 -2.21 0.92
O -2.66 -1.83 -1.25
H 2.39 0.29 0.02
H 1.92 -0.47 1.56
H 1.89 -1.45 0.06
H -0.34 -0.62 1.01
H -0.02 -0.28 -0.72
H -0.11 2.67 -0.90
H -1.31 1.39 -0.90
H -1.03 3.65 1.10
H -2.36 3.39 -0.07
H -2.50 0.22 1.17
H -6.14 0.08 -1.64
H -2.97 -2.22 1.08
H -2.23 -0.99 -1.01
Cl 1.24 1.06 -4.29
C 0.87 -0.67 -4.06
C -0.55 -1.00 -4.46
Cl -1.73 -0.27 -3.35
H 1.05 -0.91 -3.01
H 1.58 -1.22 -4.67
H -0.69 -2.08 -4.42
H -0.78 -0.67 -5.47
Cl 4.14 -1.00 3.10
C 3.11 0.09 4.08
C 2.10 -0.66 4.90
Cl 0.84 -1.43 3.89
H 2.63 0.80 3.40
H 3.77 0.65 4.73
H 1.59 0.03 5.57
H 2.57 -1.43 5.50
Cl 4.76 2.89 3.12
C 5.14 1.93 1.66
C 5.07 2.76 0.40
Cl 3.39 3.24 0.01
H 4.45 1.09 1.62
H 6.15 1.55 1.79
H 5.43 2.17 -0.44
H 5.67 3.66 0.48
Cl 7.91 1.80 6.00
C 7.60 0.06 6.24
C 6.21 -0.33 5.81
Cl 4.97 0.34 6.90
H 7.79 -0.17 7.28
H 8.33 -0.47 5.63
H 6.11 -1.42 5.85
H 6.00 0.00 4.80
Cl -1.91 -2.00 3.50
C -3.64 -2.42 3.77
C -3.82 -3.34 4.95
Cl -3.16 -4.96 4.64
H -4.03 -2.86 2.86
H -4.17 -1.48 3.94
H -4.88 -3.46 5.15
H -3.34 -2.94 5.84
Cl 5.00 -0.25 -5.41
C 5.32 -1.84 -6.15
C 4.04 -2.63 -6.32
Cl 3.36 -3.11 -4.75
H 6.03 -2.37 -5.51
H 5.78 -1.67 -7.11
H 4.24 -3.54 -6.88
H 3.29 -2.06 -6.86
Cl 7.10 3.07 -2.59
C 6.60 2.95 -4.30
C 7.77 3.09 -5.25
Cl 8.45 4.73 -5.25
H 5.85 3.72 -4.48
H 6.14 1.97 -4.43
H 7.44 2.88 -6.26
H 8.56 2.39 -5.00
Cl -6.43 2.91 -2.91
C -7.97 3.02 -3.79
C -8.82 1.79 -3.59
Cl -8.13 0.35 -4.37
H -7.75 3.19 -4.84
H -8.49 3.90 -3.41
H -9.81 1.95 -4.03
H -8.95 1.57 -2.53
Cl -6.25 -1.87 1.10
C -7.95 -2.26 1.48
C -8.04 -3.18 2.67
Cl -7.40 -4.81 2.32
H -8.41 -2.71 0.59
H -8.47 -1.33 1.70
H -9.08 -3.31 2.96
H -7.49 -2.78 3.52
*
```

As for the HOMO-LUMO gap: 0.33505 hartree. For the total energy, the calculation gives -284450.25002 eV. The calculation puts the highest occupied orbital energy at -8.79 eV.

=====

Formula: C3H33O14S
Source: the OMol25 dataset
Level of theory: the ωB97M-V functional and the def2-TZVPD basis

Geometry as ORCA input:
```
! wB97M-V def2-TZVPD RIJCOSX def2/J DEFGRID3
* xyz 0 2
C -0.76 1.00 -0.81
O -0.50 -0.28 -0.31
C -1.34 0.88 -2.23
C -0.27 0.42 -3.23
S -0.95 -0.70 -4.52
H 0.18 1.55 -0.83
H -1.49 1.45 -0.16
H -2.21 0.19 -2.19
H -1.79 1.83 -2.51
H 0.55 -0.05 -2.69
H 0.18 1.33 -3.78
H -1.34 -1.73 -3.77
H 2.30 2.57 -0.44
H 1.14 3.59 -0.36
O 1.96 3.34 0.04
H -3.93 -0.29 0.66
H -3.93 1.18 1.05
O -4.48 0.52 0.65
H -2.13 3.38 1.86
H -1.73 2.09 2.43
O -2.37 2.47 1.91
H 2.77 -0.48 0.53
H 3.32 -0.88 1.98
O 3.30 -0.17 1.30
H -1.99 -0.96 0.25
H -2.77 -2.21 0.05
O -2.68 -1.48 0.69
H -0.42 0.40 3.14
H 0.50 1.66 2.99
O -0.38 1.40 3.34
H -1.43 -1.41 2.17
H -0.37 -0.65 1.33
O -0.51 -1.06 2.24
H 2.49 1.14 1.99
H 1.98 2.57 1.56
O 2.02 1.96 2.34
H -0.89 -3.08 -1.28
H -1.15 -1.55 -1.28
O -1.54 -2.45 -1.55
H 0.91 -2.15 2.06
H 1.81 -2.07 0.79
O 1.66 -2.53 1.63
H 2.08 -1.43 -1.55
H 0.61 -0.66 -0.54
O 1.77 -1.15 -0.66
H 1.19 -2.73 -0.71
H 0.85 -3.83 0.18
O 0.73 -3.63 -0.68
H 3.77 1.09 -0.80
H 2.38 0.39 -1.02
O 2.89 1.21 -1.25
*
```

As for the HOMO-LUMO gap (spin up / spin down): 0.31303 / 0.11592 hartree. For the total energy, the calculation gives -43144.41018 eV. The calculation puts the highest occupied orbital energy (spin up / spin down) at -9.69 / -9.69 eV. The expectation value of S² is 0.75.

=====

Repeat the third record exactly.
Formula: C3H2BeO3
Source: the OMol25 dataset
Level of theory: the ωB97M-V functional and the def2-TZVPD basis

Geometry as ORCA input:
```
! wB97M-V def2-TZVPD RIJCOSX def2/J DEFGRID3
* xyz 2 1
O 0.96 -1.99 1.91
C 0.84 -0.86 1.68
C 0.72 0.02 0.58
O -0.54 0.42 0.27
C -0.73 0.40 -1.07
O -1.87 0.85 -1.34
H -2.01 0.95 -2.30
Be 1.01 -0.19 -1.28
H 1.62 0.40 1.55
*
```

As for the HOMO-LUMO gap: 0.34668 hartree. For the total energy, the calculation gives -9660.90410 eV. The calculation puts the highest occupied orbital energy at -21.32 eV.

=====

Which formula does entry 2 have?
C52H57As2BrN3O3ReSi2